(1)
Formula: C4H8N2S2
Source: OMol25
Level of theory: ωB97M-V with the def2-TZVPD basis set

As for the SMILES: C[C@H](/N=C\N)C(=S)S. The value obtained for the relative energy (zero: lowest compared OMol25 entry of this formula, charge and spin) is 29.91 kJ/mol. The HOMO energy is -8.43 eV. Its charge is 0.

Geometry (Å):
H 2.82140 -1.31920 -0.54492
H 3.06343 1.60050 -0.25572
H 4.18893 -0.33892 -0.72116
H -0.06963 -2.07994 1.39761
C 0.58912 -1.19475 1.40280
S -2.14357 -1.17397 -0.51961
S -1.35812 1.63065 0.16384
N 1.25651 0.77543 0.07053
H 0.28276 -0.54766 2.25010
H 0.71230 -1.09650 -0.73315
N 3.19352 -0.41586 -0.63877
C 0.44301 -0.42829 0.07803
C -1.02332 -0.06473 -0.11771
H -2.68266 1.49781 0.01924
C 2.47836 0.67832 -0.24642
H 1.63720 -1.48338 1.55786

Atoms 1-2, force components in eV/Å:
H -0.38 -1.07 0.10
H -0.02 -0.13 0.02

***

(2)
Formula: C4H8N2S2
Source: OMol25
Level of theory: ωB97M-V with the def2-TZVPD basis set

As for the SMILES: C/C=C/NNC(=S)S. The value obtained for the relative energy (zero: lowest compared OMol25 entry of this formula, charge and spin) is 276.60 kJ/mol. The HOMO energy is -8.31 eV. Its charge is 0.

Geometry (Å):
H 1.26377 -2.89917 1.53069
H 0.60180 1.21666 -0.70907
H -1.42135 1.21374 0.86847
C 1.67802 -1.91780 1.53319
C -0.20312 -0.20707 1.05273
H 2.78833 -2.15598 1.14618
C -0.88174 1.65476 -2.08289
H 1.25657 -1.15752 -0.31296
H -3.27214 1.17579 -1.75117
C 0.89390 -0.90724 0.66962
H -0.64402 -0.15329 2.02138
S 0.24780 1.96237 -3.29345
N -0.99125 0.58506 0.22195
N -0.34983 1.12009 -0.94592
H 1.58174 -1.60552 2.54707
S -2.54848 2.07512 -2.49583

Atoms 1-2, force components in eV/Å:
H -0.82 -0.81 -0.38
H 1.53 0.33 -0.77

***

(3)
Formula: C4H8N2S2
Source: OMol25
Level of theory: ωB97M-V with the def2-TZVPD basis set

As for the SMILES: C/N=C/NCC(=S)S. The value obtained for the relative energy (zero: lowest compared OMol25 entry of this formula, charge and spin) is 140.76 kJ/mol. The HOMO energy is -8.66 eV. Its charge is 0.

Geometry (Å):
H -0.55899 -0.46515 1.20765
C -2.52721 0.02826 0.13022
S -1.74707 -1.16482 1.25574
H 3.08031 -0.82665 0.00462
H -0.53563 0.15594 -2.16614
C -1.52091 1.00155 -0.48188
N 1.13570 0.10741 0.53459
H 1.45727 -0.67189 -1.33615
C 2.52227 -0.41885 0.91927
H -1.06581 1.51186 0.30945
H 2.42006 -1.16671 1.74995
H 3.02409 0.46064 1.24430
C 0.77437 -0.09962 -0.65560
S -4.06683 -0.18854 -0.37312
H -1.93358 1.59601 -1.25823
N -0.45802 0.14056 -1.08466

Atoms 1-2, force components in eV/Å:
H -0.23 -0.63 0.49
C -0.28 -1.55 -0.07

***

(4)
Formula: C4H8N2S2
Source: OMol25
Level of theory: ωB97M-V with the def2-TZVPD basis set

As for the SMILES: [H]/N=C(/CC)N(S)C=S. The value obtained for the relative energy (zero: lowest compared OMol25 entry of this formula, charge and spin) is 113.94 kJ/mol. The HOMO energy is -8.84 eV. Its charge is 0.

Geometry (Å):
C 0.08157 0.24689 1.21883
H 0.20831 -1.89569 1.45939
N -0.17826 1.33005 1.80427
H -0.96100 -0.89084 3.58455
S 1.11117 -0.98412 -1.01714
H 0.74091 -0.75351 -2.31565
H -0.33572 2.12510 1.19235
H 1.65297 -0.97111 1.84848
N 0.01525 0.06285 -0.19476
C -0.94146 0.76197 -0.97389
C 0.57156 -0.96370 1.97480
C 0.14027 -0.85772 3.45148
S -1.03151 0.85721 -2.64759
H -1.64323 1.21257 -0.27317
H 0.56103 0.03987 3.81065
H 0.53171 -1.71076 4.03517

Atoms 1-2, force components in eV/Å:
C 0.45 -0.47 -0.27
H 0.20 0.83 0.58

***

> Which value of charge does entry 3 give?

0

***

> Which formula does entry 2 have?

C4H8N2S2